No. 1
The following is a DFT calculation (ωB97M-V with the def2-TZVPD basis set) of one molecule with the formula C6H6 at a distorted geometry.

Calculated values
Structure (SMILES): C#CC(C)C#C
Maximum force (hartree/bohr): 0.03295
Highest occupied orbital energy (eV): -9.84
ΔE to the lowest compared entry with this formula, charge and spin (kJ/mol): 377.54
Kohn-Sham gap (eV): 10.863

Structure (ORCA input):
```
! RIJCOSX wB97M-V def2-TZVPD def2/J DEFGRID3
* xyz 0 1
C -0.18288 1.59206 0.04043
C 0.42276 0.21366 0.35552
C -0.55199 -0.69700 0.97335
C -1.33662 -1.53728 1.34361
C 0.87776 -0.48557 -0.85227
C 1.13832 -1.17612 -1.81312
H -1.03579 1.47879 -0.63377
H -0.52538 2.07475 0.96065
H 0.56257 2.23138 -0.44176
H 1.27542 0.34605 1.03645
H -2.02567 -2.26986 1.68788
H 1.38151 -1.77086 -2.65696
*
```

***

No. 2
The following is a DFT calculation (ωB97M-V with the def2-TZVPD basis set) of C13H27N5O4RuTe as an isolated structure at a distorted geometry.

Calculated values
Maximum force (hartree/bohr): 0.07834
Highest occupied orbital energy (alpha / beta) (eV): -10.43 / -10.96
ΔE to the lowest compared entry with this formula, charge and spin (kJ/mol): 249.52
Kohn-Sham gap (alpha / beta) (eV): 6.968 / 7.061

Structure (ORCA input):
```
! RIJCOSX wB97M-V def2-TZVPD def2/J DEFGRID3
* xyz 1 2
Ru 0.23342 -0.15513 0.49929
C 1.87460 -4.03385 1.86018
C 1.55285 -2.72526 1.21427
N 0.36971 -2.22977 1.14813
O -0.68166 -2.90569 1.72662
C 2.63277 -1.89501 0.60461
C 4.06118 -2.31822 0.65922
N 2.21170 -0.80995 0.05202
O 3.12888 -0.03508 -0.51599
H 1.11951 -4.78850 1.63293
H 1.94204 -3.91868 2.94626
H 2.82994 -4.41574 1.51346
H -0.32608 -3.58028 2.32694
H 4.33638 -2.56438 1.68656
H 4.69250 -1.51106 0.30648
H 4.25106 -3.19977 0.04242
N 0.52694 1.41818 3.12080
C 0.45061 0.76229 2.17013
C 4.21434 1.57107 -2.53180
Te 2.16880 1.45982 -2.09456
C 2.29390 2.78839 -0.46994
H 4.74359 1.31664 -1.61800
H 4.44874 2.57941 -2.86358
H 4.43773 0.85274 -3.31612
H 2.41231 3.80007 -0.85246
H 3.15802 2.47142 0.10665
H 1.39157 2.72012 0.13323
N -4.25530 0.29622 -0.34563
C -4.05004 0.60595 1.08142
C -2.55811 0.66390 1.34477
N -1.82712 -0.55420 0.86885
C -2.28384 -1.07841 -0.44446
C -3.78632 -1.06008 -0.61666
H -3.30857 1.47439 -1.18570
H -5.23249 0.38955 -0.59592
H -4.53614 -0.14552 1.71632
H -4.48981 1.57677 1.30662
H -2.34030 0.77439 2.40506
H -2.14057 1.53380 0.84573
H -1.90656 -1.28317 1.57151
H -1.90397 -2.09645 -0.54179
H -1.83259 -0.46525 -1.22506
H -4.25703 -1.77812 0.06817
H -4.04332 -1.34403 -1.63690
C -1.15300 3.65794 -2.29656
C -1.61895 2.39635 -1.63686
O -2.92229 2.26713 -1.67728
O -0.85619 1.58623 -1.11501
H -1.51004 3.68442 -3.32546
H -0.07029 3.73295 -2.27278
H -1.59254 4.51146 -1.78009
*
```

***

No. 3
The following is a DFT calculation (ωB97M-V with the def2-TZVPD basis set) of C19H24AsBr4N2O4PtS6 as an isolated structure at a distorted geometry.

Calculated values
Maximum force (hartree/bohr): 0.16592
Highest occupied orbital energy (alpha / beta) (eV): -10.01 / -10.58
ΔE to the lowest compared entry with this formula, charge and spin (kJ/mol): 330.22
Kohn-Sham gap (alpha / beta) (eV): 6.858 / 4.169

Structure (ORCA input):
```
! RIJCOSX wB97M-V def2-TZVPD def2/J DEFGRID3
* xyz 1 5
Pt 0.51534 -0.26695 0.08763
Br 2.42322 0.77681 -7.13102
C 2.14110 0.74076 -5.36911
C 3.19194 1.37055 -4.42909
Br 4.40243 2.46493 -5.07795
C 2.80385 1.36785 -2.88158
Br 3.91786 2.22040 -1.67342
C 1.67170 0.87003 -2.47562
O 1.36365 1.06251 -1.30593
C 0.71304 -0.01442 -3.32982
O -0.24281 -0.56460 -2.85442
C 0.94574 0.04516 -4.69911
Br -0.38640 -0.43150 -5.83626
O -0.18896 -1.27975 1.63998
O -0.17665 -2.56501 1.75200
C 2.19283 -0.74836 5.51961
S 0.35889 -0.72566 5.38694
C -0.11083 0.96005 5.03846
C 0.48208 1.76205 4.07432
S 1.84911 1.54352 3.10976
S -0.43685 3.29428 3.85677
C -1.67526 3.06465 5.04759
S -2.82222 4.13880 5.36079
S -1.51578 1.51771 5.91282
H 2.53979 -1.74187 6.02015
H 2.44597 -0.00314 6.28058
H 2.60598 -0.52880 4.50887
C -1.05622 2.46026 0.54631
C -2.33887 3.25385 0.63911
N -3.56884 2.47658 0.34044
C -3.41152 1.81642 -0.94994
C -2.17530 0.81768 -0.97563
N -1.35139 0.96068 0.32634
C -2.26950 0.55981 1.49073
C -3.58112 1.41848 1.42730
H -0.46520 2.61431 1.43455
H -0.38749 2.80000 -0.34104
H -2.32064 4.12068 0.04037
H -2.53237 3.68513 1.56003
H -3.25535 2.61310 -1.62324
H -4.27090 1.20478 -1.29282
H -1.47605 1.02424 -1.84903
H -2.45464 -0.21970 -1.03320
H -1.83148 0.70900 2.50458
H -2.52844 -0.46878 1.39016
H -3.76671 1.96224 2.32602
H -4.39225 0.68792 1.26480
C 1.96974 -4.94994 -0.51996
As 1.65310 -3.32528 -1.39441
C -0.22877 -3.44977 -1.66372
C 2.51794 -3.33653 -3.14158
S 2.31213 -1.60519 -0.23300
H 1.44290 -5.68457 -1.13563
H 1.62851 -4.85198 0.47664
H 3.00939 -5.28184 -0.54334
H -0.41305 -2.72352 -2.42885
H -0.70743 -3.02705 -0.82201
H -0.59969 -4.47484 -1.85386
H 2.58584 -4.40313 -3.45041
H 3.49509 -2.84576 -3.21058
H 1.75982 -2.86731 -3.83804
*
```